1.
Below is a structure of composition C6H8F13N2O10S4V in a non-equilibrium geometry, with properties calculated with ωB97M-V/def2-TZVPD.

Results
Expectation value of S²: 3.7545
Energy relative to the best compared isomer or geometry (same formula, charge and spin) (kJ/mol): 335.18
LUMO (spin up / spin down) (eV): 2.1 / 2.1
Gap between HOMO and LUMO (spin up / spin down) (eV): 7.508 / 8.588

Geometry as ORCA input:
```
! RIJCOSX wB97M-V def2-TZVPD def2/J DEFGRID3
* xyz -1 4
V 14.344 -8.381 7.253
C 11.047 -10.857 7.682
F 11.090 -9.932 8.759
F 11.556 -12.055 7.967
F 9.769 -11.009 7.226
S 12.000 -10.093 6.210
O 13.353 -10.638 6.203
O 11.090 -10.286 5.062
N 12.278 -8.439 6.625
S 10.935 -7.704 6.190
O 11.125 -7.249 4.816
O 9.642 -8.347 6.502
C 10.887 -6.022 7.298
F 10.748 -6.460 8.520
F 11.990 -5.307 7.087
F 9.878 -5.243 6.878
C 16.559 -11.210 10.347
F 16.166 -10.275 11.267
F 17.924 -11.191 10.136
F 16.208 -12.458 10.737
S 15.614 -10.906 8.657
O 16.168 -11.856 7.694
O 14.190 -11.126 8.941
N 15.960 -9.260 8.207
S 17.495 -9.189 7.837
O 18.326 -10.349 7.915
O 17.464 -8.499 6.560
C 18.168 -7.823 9.155
F 17.983 -6.599 8.733
F 17.573 -8.086 10.341
F 19.492 -8.046 9.192
F 14.919 -8.128 5.084
C 14.056 -7.847 10.733
O 13.542 -7.924 9.445
H 15.102 -7.627 10.518
H 13.573 -6.997 11.216
H 13.881 -8.783 11.263
H 12.631 -8.225 9.405
C 15.657 -5.346 6.734
O 14.636 -6.158 7.252
H 15.941 -4.713 7.576
H 16.506 -5.719 6.161
H 15.175 -4.719 5.985
H 14.114 -5.640 7.868
*
```

***

2.
Below is a structure of composition C45H81N16O5PSi2 in a non-equilibrium geometry, with properties calculated with ωB97M-V/def2-TZVPD.

Results
Energy relative to the best compared isomer or geometry (same formula, charge and spin) (kJ/mol): 348.82
LUMO (eV): 0.3
Gap between HOMO and LUMO (eV): 9.171

Geometry as ORCA input:
```
! RIJCOSX wB97M-V def2-TZVPD def2/J DEFGRID3
* xyz 0 1
C -1.657 1.000 4.628
C -2.342 1.727 3.789
C -3.319 2.690 2.914
C -2.903 2.720 1.356
C -3.672 1.577 0.459
Si -2.555 0.026 0.134
N -3.457 -1.513 0.077
C -4.941 -1.344 0.224
C -5.302 -1.404 1.807
O -1.620 0.130 -1.335
Si -0.207 1.130 -1.155
C 0.781 0.973 -2.810
C 2.315 1.479 -2.710
C 2.520 2.971 -2.129
C 4.106 3.392 -2.232
C 4.288 4.711 -1.267
C 5.016 4.374 0.139
C 3.960 4.166 1.376
O 4.516 3.197 2.332
C 3.458 2.665 3.192
N -0.823 2.842 -1.139
C -1.611 3.119 -2.398
C -0.845 4.044 -3.480
P 1.014 0.649 0.640
O 0.799 -0.819 1.130
O 2.700 0.827 0.412
O 0.603 1.674 1.989
H -1.036 0.634 5.532
H -3.126 3.762 3.327
H -4.432 2.402 3.097
H -1.764 2.605 1.303
H -3.143 3.774 0.935
H -4.039 2.081 -0.513
H -4.591 1.274 1.111
H -1.675 -0.062 1.325
H -3.117 -2.161 0.819
H -5.391 -0.454 -0.341
H -5.422 -2.295 -0.250
H -6.457 -1.343 1.917
H -4.741 -0.612 2.418
H -5.008 -2.469 2.178
H 0.831 -0.174 -3.024
H 0.175 1.420 -3.681
H 2.719 1.499 -3.805
H 2.929 0.665 -2.174
H 1.967 3.721 -2.814
H 2.240 3.110 -1.024
H 4.366 3.619 -3.326
H 4.749 2.573 -1.746
H 3.317 5.307 -1.130
H 5.014 5.403 -1.857
H 5.612 5.332 0.433
H 5.783 3.523 0.092
H 2.910 3.860 1.019
H 3.865 5.181 1.936
H 3.816 2.467 4.278
H 3.094 1.635 2.797
H 2.526 3.337 3.250
H -0.005 3.475 -1.070
H -1.975 2.164 -2.948
H -2.568 3.704 -2.087
H -0.561 5.079 -3.075
H -1.575 4.228 -4.370
H 0.097 3.581 -3.940
H 2.998 1.765 0.497
H 0.769 2.620 1.709
C -3.671 -5.219 0.590
C -5.101 -4.924 0.725
N -6.228 -4.692 0.830
H -3.500 -6.261 0.303
H -3.199 -4.591 -0.170
H -3.134 -5.050 1.528
C -8.801 -5.667 3.135
C -10.232 -5.374 3.270
N -11.357 -5.144 3.375
H -8.628 -6.708 2.849
H -8.331 -5.040 2.374
H -8.266 -5.496 4.071
C 6.903 2.990 4.477
C 6.505 3.668 5.716
N 6.192 4.200 6.690
H 7.341 2.009 4.676
H 6.050 2.835 3.811
H 7.646 3.570 3.922
C 5.825 8.737 1.961
C 5.486 8.194 0.642
N 5.219 7.766 -0.395
H 6.222 9.753 1.888
H 4.952 8.776 2.617
H 6.582 8.129 2.464
C -4.281 -0.043 -4.204
C -3.338 0.789 -4.953
N -2.594 1.444 -5.543
H -5.251 0.449 -4.089
H -4.461 -0.999 -4.702
H -3.911 -0.266 -3.200
C -4.792 -9.564 -1.287
C -4.117 -8.990 -0.119
N -3.586 -8.538 0.799
H -4.122 -9.626 -2.149
H -5.155 -10.575 -1.085
H -5.655 -8.965 -1.589
C -1.080 -10.561 3.263
C -1.147 -11.633 2.263
N -1.199 -12.476 1.478
H -1.850 -10.676 4.030
H -0.114 -10.547 3.775
H -1.221 -9.577 2.809
C -4.496 -3.020 5.426
C -5.701 -3.471 4.722
N -6.649 -3.825 4.168
H -4.638 -3.024 6.510
H -3.639 -3.664 5.209
H -4.218 -2.003 5.138
C 8.179 5.295 -3.137
C 7.633 3.948 -3.336
N 7.203 2.890 -3.492
H 7.445 5.964 -2.679
H 9.057 5.281 -2.485
H 8.486 5.749 -4.083
C -7.609 -1.683 -6.428
C -6.934 -2.325 -5.295
N -6.403 -2.830 -4.403
H -7.537 -2.289 -7.335
H -8.672 -1.527 -6.226
H -7.175 -0.706 -6.654
C 10.740 2.345 -5.032
C 11.583 3.431 -4.522
N 12.245 4.285 -4.121
H 10.587 1.566 -4.280
H 9.752 2.707 -5.328
H 11.185 1.866 -5.908
C -8.190 -9.735 3.057
C -7.691 -9.975 1.699
N -7.300 -10.164 0.632
H -8.392 -10.672 3.583
H -7.469 -9.175 3.658
H -9.120 -9.161 3.049
C 9.550 -0.951 4.020
C 8.199 -0.384 3.950
N 7.137 0.061 3.896
H 10.308 -0.171 4.130
H 9.658 -1.630 4.869
H 9.796 -1.517 3.118
C 2.886 4.641 -6.350
C 2.478 5.316 -5.113
N 2.157 5.847 -4.142
H 3.329 3.662 -6.146
H 2.037 4.480 -7.019
H 3.628 5.224 -6.901
*
```

***

3.
Below is a cluster of 2 separate species, C6H11NO3 in total in a non-equilibrium geometry, with properties calculated with ωB97M-V/def2-TZVPD.

Results
Energy relative to the best compared isomer or geometry (same formula, charge and spin) (kJ/mol): 455.85
LUMO (eV): 0.5
Gap between HOMO and LUMO (eV): 7.663

Geometry as ORCA input:
```
! RIJCOSX wB97M-V def2-TZVPD def2/J DEFGRID3
* xyz 0 1
C 3.000 -0.076 -0.178
C -1.517 -0.524 0.237
C -1.169 -1.532 -0.895
C 0.773 -0.758 0.080
C -0.347 1.222 -0.901
C 0.065 0.956 1.516
N -0.279 0.324 0.242
O 3.022 0.729 0.690
O 3.282 -0.650 -1.152
O 0.293 -1.447 -1.047
H -2.366 0.048 0.033
H -1.658 -1.151 1.125
H -1.501 -2.599 -0.770
H -1.536 -1.151 -1.835
H 0.634 -1.458 0.862
H 0.369 2.087 -0.673
H -0.169 0.737 -1.877
H -1.297 1.743 -0.943
H -0.760 1.603 1.742
H 0.188 0.319 2.456
H 0.973 1.578 1.289
*
```

***

4.
Below is a structure of composition C21H17BCoF4N4O4, with properties calculated with ωB97M-V/def2-TZVPD.

Results
Expectation value of S²: 1.0754
Energy relative to the best compared isomer or geometry (same formula, charge and spin) (kJ/mol): 11.40
LUMO (spin up / spin down) (eV): 4.6 / 4.6
Gap between HOMO and LUMO (spin up / spin down) (eV): 6.574 / 6.433

Geometry as ORCA input:
```
! RIJCOSX wB97M-V def2-TZVPD def2/J DEFGRID3
* xyz -2 2
Co 0.234 -0.435 -0.483
O 0.223 -0.920 1.454
N -0.607 -1.800 1.816
N -1.255 -2.341 0.855
O -1.067 -2.073 -0.407
C -2.261 -3.292 1.201
C -2.505 -3.648 2.523
C -3.491 -4.583 2.793
C -4.228 -5.156 1.762
C -3.973 -4.785 0.450
C -2.989 -3.849 0.157
H -1.933 -3.190 3.315
H -3.686 -4.861 3.822
H -5.000 -5.883 1.984
H -4.544 -5.218 -0.363
H -2.762 -3.526 -0.848
C -0.939 4.880 -1.441
N -1.426 3.655 -0.852
C -2.686 3.547 -0.346
C -3.111 2.407 0.209
C -2.204 1.250 0.254
O -2.594 0.198 0.766
N -0.948 1.388 -0.279
C -0.519 2.562 -0.804
O 0.605 2.771 -1.241
H -1.741 5.618 -1.415
H -0.627 4.715 -2.473
H -0.073 5.258 -0.896
H -3.307 4.432 -0.428
H -4.108 2.302 0.607
C 4.227 2.333 2.337
C 2.822 2.185 2.410
C 2.167 1.420 1.487
C 2.859 0.763 0.432
C 2.134 -0.015 -0.532
C 2.893 -0.620 -1.516
C 4.298 -0.490 -1.579
C 4.982 0.253 -0.659
C 4.268 0.908 0.375
C 4.928 1.707 1.347
H 4.747 2.945 3.068
H 2.267 2.683 3.197
H 1.095 1.291 1.530
H 2.401 -1.195 -2.294
H 4.840 -0.990 -2.377
H 6.063 0.355 -0.706
H 6.008 1.808 1.288
F -1.182 -1.204 -4.409
B 0.108 -0.956 -3.923
F -0.004 -0.478 -2.563
F 0.742 0.016 -4.695
F 0.861 -2.142 -3.910
*
```

***

5.
Below is a structure of composition BrCu3 in a non-equilibrium geometry, with properties calculated with ωB97M-V/def2-TZVPD.

Results
Energy relative to the best compared isomer or geometry (same formula, charge and spin) (kJ/mol): 0.00
LUMO (eV): -9.8
Gap between HOMO and LUMO (eV): 9.245

Geometry as ORCA input:
```
! RIJCOSX wB97M-V def2-TZVPD def2/J DEFGRID3
* xyz 2 1
Cu 2.069 0.784 0.261
Cu -0.275 -1.503 1.925
Cu -1.233 0.344 -2.406
Br -0.561 0.374 0.220
*
```

***

6.
Below is the molecule C4H7NO2 in a non-equilibrium geometry, with properties calculated with ωB97M-V/def2-TZVPD.

Results
Energy relative to the best compared isomer or geometry (same formula, charge and spin) (kJ/mol): 418.71
LUMO (eV): 0.0
Gap between HOMO and LUMO (eV): 9.655
SMILES string: [H]/N=C(/C)C(=O)OC

Geometry as ORCA input:
```
! RIJCOSX wB97M-V def2-TZVPD def2/J DEFGRID3
* xyz 0 1
C 0.932 -1.669 -0.102
C -0.190 1.287 1.179
C -1.229 -0.615 -0.485
C -0.070 0.842 -0.252
O -0.358 -1.793 0.223
N -0.026 1.691 -1.198
O -2.092 -0.855 -1.233
H -0.134 1.267 -2.123
H 1.622 -1.858 0.728
H 1.217 -2.073 -1.082
H 0.982 -0.414 -0.291
H -1.232 1.474 1.446
H 0.202 0.511 1.839
H 0.375 2.205 1.351
*
```

***

no.,calculated total energy (eV)
1,-134161.179
2,-107095.820
3,-14029.554
4,-85382.729
5,-203942.092
6,-9842.940